1.
Computed, not measured: 13 unconnected molecules or ions with the total composition C21H68O21 in a non-equilibrium geometry, with wB97M-V/def2-TZVPD.

Bonds (Å) are listed after each position.
Atoms and positions in Å:
1 C -0.07 -0.47 -0.40  C2 1.561, O4 1.410, H5 1.090, H6 1.090
2 C -0.42 0.91 0.25  C1 1.561, O3 1.434, H7 1.090, H8 1.090
3 O 0.29 1.09 1.48  C2 1.434, H9 0.960
4 O 1.32 -0.69 -0.52  C1 1.410, H10 0.960
5 H -0.47 -0.39 -1.41  C1 1.090
6 H -0.44 -1.35 0.11  C1 1.090
7 H -1.51 0.98 0.29  C2 1.090
8 H -0.22 1.69 -0.48  C2 1.090
9 H 0.12 1.99 1.76  O3 0.960
10 H 1.71 -0.72 0.35  O4 0.960
11 C -3.71 -2.04 -0.98  C12 1.527, O14 1.398, H15 1.090, H16 1.090
12 C -2.70 -2.88 -1.77  C11 1.527, O13 1.424, H17 1.090, H18 1.090
13 O -3.04 -2.82 -3.15  C12 1.424, H19 0.960
14 O -3.30 -0.71 -1.10  C11 1.398, H20 0.960
15 H -3.64 -2.26 0.08  C11 1.090
16 H -4.76 -2.21 -1.20  C11 1.090
17 H -2.71 -3.92 -1.43  C12 1.090
18 H -1.67 -2.56 -1.63  C12 1.090
19 H -2.73 -1.98 -3.50  O13 0.960
20 H -3.43 -0.49 -2.03  O14 0.960
21 C 3.97 -2.41 -2.49  C22 1.524, O24 1.437, H25 1.090, H26 1.090
22 C 3.77 -1.63 -3.78  C21 1.524, O23 1.403, H27 1.090, H28 1.090
23 O 3.52 -0.29 -3.48  C22 1.403, H29 0.960
24 O 2.67 -2.73 -1.98  C21 1.437, H30 0.960
25 H 4.52 -1.92 -1.69  C21 1.090
26 H 4.55 -3.33 -2.62  C21 1.090
27 H 3.09 -2.15 -4.46  C22 1.090
28 H 4.73 -1.59 -4.31  C22 1.090
29 H 4.36 0.16 -3.58  O23 0.960
30 H 2.29 -1.91 -1.65  O24 0.960
31 C 4.90 -0.15 0.61  C32 1.546, O34 1.454, H35 1.090, H36 1.090
32 C 4.46 0.81 1.73  C31 1.546, O33 1.441, H37 1.090, H38 1.090
33 O 4.37 0.09 2.98  C32 1.441, H39 0.960
34 O 6.22 -0.70 0.90  C31 1.454, H40 0.960
35 H 4.98 0.33 -0.37  C31 1.090
36 H 4.16 -0.95 0.49  C31 1.090
37 H 3.45 1.16 1.55  C32 1.090
38 H 5.17 1.64 1.83  C32 1.090
39 H 5.19 -0.13 3.44  O33 0.960
40 H 6.04 -1.36 1.57  O34 0.960
41 C -3.78 0.02 -4.76  C42 1.512, O44 1.478, H45 1.090, H46 1.090
42 C -2.32 0.40 -4.61  C41 1.512, O43 1.413, H47 1.090, H48 1.090
43 O -1.52 -0.54 -3.92  C42 1.413, H49 0.960
44 O -4.43 -0.04 -3.43  C41 1.478, H50 0.960
45 H -4.01 -0.88 -5.33  C41 1.090
46 H -4.33 0.76 -5.34  C41 1.090
47 H -2.18 1.34 -4.06  C42 1.090
48 H -1.87 0.61 -5.57  C42 1.090
49 H -0.63 -0.20 -4.02  O43 0.960
50 H -5.02 0.71 -3.33  O44 0.960
51 C -3.18 -0.48 2.31  C52 1.521, O54 1.418, H55 1.090, H56 1.090
52 C -3.96 -1.26 3.35  C51 1.521, O53 1.421, H57 1.090, H58 1.090
53 O -4.77 -2.28 2.77  C52 1.421, H59 0.960
54 O -4.06 0.33 1.53  C51 1.418, H60 0.960
55 H -2.52 -1.14 1.74  C51 1.090
56 H -2.53 0.17 2.90  C51 1.090
57 H -4.68 -0.59 3.82  C52 1.090
58 H -3.28 -1.75 4.05  C52 1.090
59 H -4.32 -3.07 2.48  O53 0.960
60 H -3.94 0.07 0.61  O54 0.960
61 C 1.40 -4.40 0.70  C62 1.544, O64 1.423, H65 1.090, H66 1.090
62 C 0.42 -5.38 1.38  C61 1.544, O63 1.424, H67 1.090, H68 1.090
63 O -0.90 -5.29 0.86  C62 1.424, H69 0.960
64 O 1.56 -4.95 -0.60  C61 1.423, H70 0.960
65 H 2.32 -4.28 1.28  C61 1.090
66 H 0.98 -3.40 0.61  C61 1.090
67 H 0.30 -5.06 2.42  C62 1.090
68 H 0.79 -6.41 1.40  C62 1.090
69 H -0.80 -5.65 -0.02  O63 0.960
70 H 1.90 -4.24 -1.16  O64 0.960
71 C 0.21 -1.72 3.76  C72 1.508, O74 1.396, H75 1.090, H76 1.090
72 C 1.68 -2.00 3.53  C71 1.508, O73 1.414, H77 1.090, H78 1.090
73 O 2.17 -1.50 2.31  C72 1.414, H79 0.960
74 O 0.00 -0.37 4.04  C71 1.396, H80 0.960
75 H -0.02 -2.21 4.71  C71 1.090
76 H -0.45 -2.00 2.95  C71 1.090
77 H 1.76 -3.08 3.48  C72 1.090
78 H 2.36 -1.66 4.31  C72 1.090
79 H 3.05 -1.15 2.46  O73 0.960
80 H 0.31 0.06 3.24  O74 0.960
81 C 1.66 3.73 4.06  O82 1.405, H83 1.090, H84 1.090, H85 1.090
82 O 2.91 3.83 4.68  C81 1.405, H86 0.960
83 H 1.64 2.84 3.43  C81 1.090
84 H 0.89 3.68 4.83  C81 1.090
85 H 1.58 4.59 3.40  C81 1.090
86 H 3.48 4.04 3.93  O82 0.960
87 C -2.13 3.80 2.18  O88 1.394, H89 1.090, H90 1.090, H91 1.090
88 O -0.80 3.65 1.80  C87 1.394, H92 0.960
89 H -2.23 4.59 2.92  C87 1.090
90 H -2.73 4.09 1.32  C87 1.090
91 H -2.50 2.83 2.50  C87 1.090
92 H -0.46 4.52 1.54  O88 0.960
93 C -0.09 3.24 -3.06  O94 1.413, H95 1.090, H96 1.090, H97 1.090
94 O -1.33 3.58 -3.66  C93 1.413, H98 0.960
95 H 0.63 4.03 -3.28  C93 1.090
96 H -0.32 3.35 -2.00  C93 1.090
97 H 0.31 2.25 -3.29  C93 1.090
98 H -1.95 3.85 -2.98  O94 0.960
99 C -3.52 3.05 -1.17  O100 1.406, H101 1.090, H102 1.090, H103 1.090
100 O -3.32 4.16 -2.00  C99 1.406, H104 0.960
101 H -4.25 3.28 -0.39  C99 1.090
102 H -4.01 2.25 -1.72  C99 1.090
103 H -2.63 2.62 -0.71  C99 1.090
104 H -4.16 4.42 -2.39  O100 0.960
105 C 2.45 3.74 -0.20  O106 1.439, H107 1.090, H108 1.090, H109 1.090
106 O 3.85 3.45 -0.30  C105 1.439, H110 0.960
107 H 2.30 4.82 -0.26  C105 1.090
108 H 1.81 3.29 -0.97  C105 1.090
109 H 2.12 3.37 0.77  C105 1.090
110 H 4.11 3.41 -1.23  O106 0.960

As for the max |F|: 2.631 eV/A. As for the highest occupied orbital energy: -9.3 eV. Its multiplicity is 1. Its LUMO energy is 0.00044 Eh. For the relative energy (zero: lowest compared OMol25 entry of this formula, charge and spin), the calculation gives 182.8 kJ/mol.

Results of the Mulliken charge analysis, in e, for atoms 1 through 99:
1 C -0.048
2 C 1.421
3 O 0.892
4 O 0.378
5 H -0.172
6 H -0.155
7 H -0.554
8 H -0.518
9 H -0.533
10 H -0.416
11 C 0.095
12 C 0.011
13 O -0.607
14 O 0.147
15 H -0.096
16 H 0.268
17 H 0.334
18 H -0.106
19 H 0.287
20 H -0.143
21 C 0.012
22 C -0.678
23 O -0.444
24 O -0.404
25 H -0.058
26 H 0.387
27 H 0.260
28 H 0.401
29 H 0.291
30 H 0.226
31 C 0.160
32 C -0.095
33 O -0.573
34 O -0.596
35 H 0.485
36 H -0.326
37 H -0.070
38 H 0.307
39 H 0.278
40 H 0.344
41 C -0.985
42 C 0.318
43 O -0.613
44 O -0.476
45 H 0.300
46 H 0.474
47 H -0.055
48 H 0.527
49 H 0.244
50 H 0.225
51 C 0.796
52 C -0.781
53 O -0.553
54 O -0.643
55 H -0.387
56 H 0.216
57 H 0.351
58 H 0.289
59 H 0.286
60 H 0.282
61 C 0.696
62 C -0.713
63 O -0.507
64 O -0.592
65 H 0.252
66 H -0.472
67 H 0.295
68 H 0.329
69 H 0.327
70 H 0.484
71 C -0.012
72 C -0.670
73 O -0.208
74 O -0.584
75 H 0.442
76 H -0.036
77 H 0.264
78 H 0.383
79 H 0.027
80 H 0.113
81 C -0.142
82 O -0.553
83 H -0.083
84 H 0.306
85 H 0.226
86 H 0.288
87 C -0.581
88 O -0.347
89 H 0.374
90 H 0.193
91 H 0.131
92 H 0.186
93 C -0.259
94 O -0.635
95 H 0.395
96 H -0.176
97 H 0.247
98 H 0.401
99 C 0.101



2.
Computed, not measured: 14 unconnected molecules or ions with the total composition C21H71BCl2NO14S in a non-equilibrium geometry, with wB97M-V/def2-TZVPD.

Bonds (Å) are listed after each position.
Atoms and positions in Å:
1 C -1.02 7.09 -1.67  C2 1.528, H15 1.084, H16 1.082, H17 1.093
2 C -0.52 5.67 -1.42  C1 1.528, B3 1.666, H18 1.084, H19 1.084
3 B -0.88 4.95 0.04  C2 1.666, S4 1.968, C5 1.658, C10 1.643
4 S -0.88 6.38 1.39  B3 1.968, H20 1.335
5 C 0.36 3.90 0.37  B3 1.658, C6 1.518, H21 1.086, H22 1.085
6 C 0.63 3.36 1.76  C5 1.518, O7 1.446, C8 1.500, H23 1.089
7 O 1.57 4.21 2.46  C6 1.446, H24 0.972
8 C -0.60 3.08 2.58  C6 1.500, N9 1.478, H25 1.085, H26 1.088
9 N -0.29 2.21 3.73  C8 1.478, H27 1.016, H28 1.017
10 C -2.32 4.15 0.00  B3 1.643, Cl11 1.838, C12 1.534, H29 1.082
11 Cl -2.12 2.60 -0.96  C10 1.838
12 C -3.63 4.73 -0.54  C10 1.534, C13 1.512, Cl14 1.789, H30 1.079
13 C -3.67 5.11 -2.00  C12 1.512, H31 1.084, H32 1.081, H33 1.080
14 Cl -4.26 6.07 0.46  C12 1.789
15 H -2.02 7.26 -1.29  C1 1.084
16 H -0.33 7.82 -1.26  C1 1.082
17 H -1.05 7.27 -2.74  C1 1.093
18 H -0.90 5.04 -2.22  C2 1.084
19 H 0.55 5.70 -1.57  C2 1.084
20 H -1.87 6.03 2.22  S4 1.335
21 H 0.27 3.01 -0.24  C5 1.086
22 H 1.30 4.34 0.06  C5 1.085
23 H 1.10 2.39 1.67  C6 1.089
24 H 1.34 4.24 3.41  O7 0.972
25 H -1.27 2.50 1.94  C8 1.085
26 H -1.14 3.98 2.86  C8 1.088
27 H 0.23 2.70 4.45  N9 1.016
28 H -1.16 1.93 4.18  N9 1.017
29 H -2.57 3.77 0.99  C10 1.082
30 H -4.37 3.96 -0.39  C12 1.079
31 H -4.64 4.85 -2.41  C13 1.084
32 H -3.55 6.17 -2.15  C13 1.081
33 H -2.92 4.58 -2.58  C13 1.080
34 C -0.24 -1.29 4.21  O35 1.426, H36 1.088, H37 1.093, H38 1.091
35 O -0.01 -0.47 5.36  C34 1.426, H39 0.969
36 H -0.58 -2.26 4.56  C34 1.088
37 H -1.01 -0.84 3.57  C34 1.093
38 H 0.66 -1.42 3.62  C34 1.091
39 H 0.28 0.39 5.02  O35 0.969
40 C 0.97 4.45 -5.11  O41 1.414, H42 1.088, H43 1.096, H44 1.096
41 O 1.13 5.50 -4.19  C40 1.414, H45 0.964
42 H 0.74 3.54 -4.56  C40 1.088
43 H 0.14 4.66 -5.80  C40 1.096
44 H 1.89 4.28 -5.69  C40 1.096
45 H 1.32 6.30 -4.69  O41 0.964
46 C -0.50 -0.40 -2.50  O47 1.426, H48 1.087, H49 1.095, H50 1.093
47 O -1.71 -0.69 -1.82  C46 1.426, H51 0.965
48 H 0.09 -1.32 -2.53  C46 1.087
49 H -0.69 -0.08 -3.53  C46 1.095
50 H 0.08 0.37 -1.99  C46 1.093
51 H -2.22 0.13 -1.81  O47 0.965
52 C 2.71 -0.46 0.33  O53 1.418, H54 1.087, H55 1.097, H56 1.091
53 O 1.62 0.43 0.50  C52 1.418, H57 0.965
54 H 3.50 0.07 -0.19  C52 1.087
55 H 3.10 -0.80 1.30  C52 1.097
56 H 2.41 -1.32 -0.26  C52 1.091
57 H 0.92 -0.07 0.95  O53 0.965
58 C -3.83 -1.90 5.37  O59 1.421, H60 1.087, H61 1.094, H62 1.094
59 O -3.40 -0.62 5.82  C58 1.421, H63 0.966
60 H -4.85 -2.04 5.73  C58 1.087
61 H -3.82 -1.96 4.28  C58 1.094
62 H -3.19 -2.69 5.78  C58 1.094
63 H -2.49 -0.47 5.53  O59 0.966
64 C 5.64 -0.64 -2.33  O65 1.427, H66 1.086, H67 1.092, H68 1.093
65 O 4.48 -1.47 -2.42  C64 1.427, H69 0.963
66 H 5.90 -0.57 -1.28  C64 1.086
67 H 6.48 -1.08 -2.87  C64 1.092
68 H 5.43 0.36 -2.72  C64 1.093
69 H 4.23 -1.54 -3.35  O65 0.963
70 C 8.04 -3.50 -1.85  O71 1.423, H72 1.087, H73 1.094, H74 1.093
71 O 8.56 -2.24 -1.45  C70 1.423, H75 0.964
72 H 7.01 -3.56 -1.50  C70 1.087
73 H 8.04 -3.61 -2.94  C70 1.094
74 H 8.61 -4.33 -1.41  C70 1.093
75 H 9.47 -2.17 -1.76  O71 0.964
76 C -1.37 8.80 -5.87  O77 1.424, H78 1.086, H79 1.094, H80 1.092
77 O -0.66 7.63 -6.27  C76 1.424, H81 0.963
78 H -0.64 9.49 -5.44  C76 1.086
79 H -1.85 9.29 -6.73  C76 1.094
80 H -2.12 8.58 -5.11  C76 1.092
81 H -1.30 7.01 -6.64  O77 0.963
82 C 0.73 -3.69 -0.09  O83 1.425, H84 1.088, H85 1.092, H86 1.091
83 O 0.17 -2.46 0.35  C82 1.425, H87 0.965
84 H 1.81 -3.59 -0.03  C82 1.088
85 H 0.41 -4.52 0.54  C82 1.092
86 H 0.44 -3.90 -1.12  C82 1.091
87 H -0.79 -2.54 0.29  O83 0.965
88 C -0.78 -7.07 -1.62  O89 1.426, H90 1.088, H91 1.091, H92 1.092
89 O -1.36 -5.84 -1.18  C88 1.426, H93 0.964
90 H 0.30 -6.96 -1.55  C88 1.088
91 H -1.10 -7.90 -0.99  C88 1.091
92 H -1.05 -7.29 -2.65  C88 1.092
93 H -2.32 -5.93 -1.24  O89 0.964
94 C -2.29 -11.10 -1.23  O95 1.427, H96 1.086, H97 1.093, H98 1.092
95 O -2.52 -9.92 -2.00  C94 1.427, H99 0.964
96 H -1.47 -10.88 -0.54  C94 1.086
97 H -3.17 -11.37 -0.65  C94 1.093
98 H -2.01 -11.95 -1.86  C94 1.092
99 H -3.24 -10.11 -2.61  O95 0.964
100 C -4.56 -9.16 2.09  O101 1.423, H102 1.086, H103 1.093, H104 1.094
101 O -3.32 -9.56 1.52  C100 1.423, H105 0.964
102 H -4.41 -9.10 3.17  C100 1.086
103 H -4.88 -8.19 1.72  C100 1.093
104 H -5.34 -9.90 1.90  C100 1.094
105 H -3.44 -9.61 0.56  O101 0.964
106 C 3.28 -0.87 6.71  O107 1.419, H108 1.087, H109 1.094, H110 1.093
107 O 2.57 0.25 7.23  C106 1.419, H111 0.964
108 H 4.34 -0.68 6.81  C106 1.087
109 H 3.02 -1.78 7.26  C106 1.094
110 H 3.05 -1.01 5.65  C106 1.093
111 H 1.63 0.06 7.11  O107 0.964

The total charge is -1. As for the max |F|: 1.156 eV/A. As for the highest occupied orbital energy: -3.9 eV. Its multiplicity is 1. Its LUMO energy is 0.05039 Eh.

Results of the Mulliken charge analysis, in e, for atoms 1 through 99:
1 C -1.733
2 C 0.140
3 B 0.621
4 S -0.443
5 C -1.060
6 C 0.207
7 O -0.599
8 C -1.245
9 N -0.209
10 C -0.849
11 Cl -0.109
12 C 0.416
13 C -1.523
14 Cl -0.233
15 H 0.257
16 H 0.421
17 H 0.194
18 H -0.148
19 H 0.455
20 H 0.038
21 H 0.264
22 H 0.241
23 H 0.363
24 H 0.373
25 H 0.298
26 H 0.369
27 H 0.253
28 H 0.259
29 H 0.462
30 H 0.519
31 H 0.380
32 H 0.327
33 H 0.334
34 C -0.676
35 O -0.601
36 H 0.373
37 H 0.255
38 H 0.257
39 H 0.367
40 C -0.501
41 O -0.378
42 H 0.162
43 H 0.187
44 H 0.303
45 H 0.245
46 C -0.442
47 O -0.489
48 H 0.157
49 H 0.357
50 H 0.142
51 H 0.298
52 C -0.510
53 O -0.236
54 H 0.077
55 H 0.342
56 H 0.058
57 H 0.110
58 C -0.526
59 O -0.528
60 H 0.262
61 H 0.234
62 H 0.229
63 H 0.334
64 C -0.593
65 O -0.451
66 H 0.204
67 H 0.267
68 H 0.334
69 H 0.253
70 C -0.569
71 O -0.491
72 H 0.214
73 H 0.266
74 H 0.303
75 H 0.283
76 C -0.560
77 O -0.467
78 H 0.215
79 H 0.280
80 H 0.243
81 H 0.269
82 C -0.676
83 O -0.273
84 H 0.370
85 H 0.261
86 H 0.204
87 H 0.187
88 C -0.435
89 O -0.461
90 H 0.264
91 H 0.124
92 H 0.264
93 H 0.246
94 C -0.656
95 O -0.453
96 H 0.250
97 H 0.327
98 H 0.275
99 H 0.267